A | {"formula": "C6H17N3", "method": "wB97M-V/def2-TZVPD", "homo_energy_ev": -6.66, "charge": 0, "homo_lumo_gap_ha": 0.270, "symbols": ["C", "C", "C", "N", "H", "H", "H", "H", "H", "H", "H", "H", "H", "C", "C", "N", "C", "N", "H", "H", "H", "H", "H", "H", "H", "H"], "coordinates": [[-2.8454, -1.0142, -0.5283], [0.0740, 0.1505, 0.7120], [-2.6592, -0.2069, -1.8144], [-2.9103, -2.4548, -0.7177], [-3.7738, -0.7075, -0.0410], [-2.0365, -2.7834, -1.1143], [-3.6476, -2.6862, -1.3790], [-3.4739, -0.3875, -2.5215], [-2.0088, -0.8062, 0.1431], [0.2014, 0.2913, -0.3562], [-0.5249, 0.9645, 1.1404], [-1.7226, -0.4815, -2.2975], [-2.6222, 0.8521, -1.5900], [2.2123, -1.0419, 0.9933], [2.4064, 1.7455, -0.2827], [1.3998, 0.1128, 1.3755], [1.9081, 1.4315, 1.1002], [1.8704, 2.2219, 2.1065], [1.2288, 0.1014, 2.3862], [2.0695, 3.1924, 1.8916], [3.2127, -0.9591, 1.4200], [1.7227, -1.9487, 1.3507], [2.2815, -1.0968, -0.0926], [3.4836, 1.9164, -0.2327], [2.2168, 0.9375, -0.9948], [1.9373, 2.6570, -0.6569]]}

B | {"formula": "C6H17N3", "method": "wB97M-V/def2-TZVPD", "homo_energy_ev": [-5.83, -5.83], "charge": 0, "homo_lumo_gap_ha": [0.244, 0.244], "symbols": ["C", "C", "C", "N", "N", "H", "H", "H", "H", "H", "H", "H", "H", "H", "H", "C", "N", "C", "C", "H", "H", "H", "H", "H", "H", "H"], "coordinates": [[-1.9375, -0.0278, 0.6683], [-0.7254, -0.8394, 1.0939], [-1.9181, 0.3600, -0.8127], [-3.1072, -0.8222, 1.0678], [-0.2844, -1.7944, 0.3036], [-1.9549, 0.8838, 1.2752], [-3.1118, -1.6969, 0.5529], [-3.9672, -0.3281, 0.8552], [0.8525, -0.9221, -0.5940], [0.2912, -2.4606, 0.8148], [0.4631, 0.3887, 0.9857], [-0.6285, -0.9174, 2.1822], [-1.8123, -0.5261, -1.4391], [-1.0959, 1.0443, -1.0262], [-2.8484, 0.8641, -1.0799], [1.6484, 0.3901, -2.0828], [1.6403, -0.1945, -0.7340], [1.4801, 0.8972, 0.5579], [2.5974, 0.9579, 1.3855], [2.5285, -0.6655, -0.5695], [1.1432, 1.8323, 0.1174], [2.5014, 1.0654, -2.1683], [1.7148, -0.3905, -2.8436], [0.7266, 0.9467, -2.2358], [2.9410, 0.0550, 1.8811], [2.8630, 1.8998, 1.8443]]}

C | {"formula": "C6H17N3", "method": "wB97M-V/def2-TZVPD", "homo_energy_ev": -8.38, "charge": 0, "homo_lumo_gap_ha": 0.348, "smiles": "C[C@@H](N)C(N)N.C=CC", "symbols": ["C", "C", "N", "C", "N", "N", "H", "H", "H", "H", "H", "H", "H", "H", "H", "H", "H", "C", "C", "C", "H", "H", "H", "H", "H", "H"], "coordinates": [[-0.1622, 0.8226, 1.8225], [-1.2889, 0.3197, 0.7370], [-1.4295, 1.3631, -0.2629], [-0.9491, -1.0239, 0.1027], [-1.4849, -1.1365, -1.2380], [-1.3799, -2.1829, 0.8516], [-0.0069, 0.0557, 2.5806], [0.7627, 1.1583, 1.3877], [-0.6153, 1.6917, 2.2941], [-2.2035, 0.1892, 1.3430], [-2.1486, 1.1007, -0.9377], [-1.6770, 2.2441, 0.1706], [0.2321, -1.0694, 0.0374], [-1.4002, -2.1011, -1.5448], [-0.9463, -0.5524, -1.8649], [-2.4022, -2.1848, 0.9533], [-0.9776, -2.1787, 1.7820], [2.0614, -0.9493, -0.5355], [2.2692, 0.3730, -0.4214], [1.7599, 1.3832, -1.3916], [2.6014, -1.6466, 0.0898], [1.7725, -1.3713, -1.4902], [2.7455, 0.7642, 0.4694], [2.3539, 2.3119, -1.3548], [1.7833, 0.9873, -2.4168], [0.7303, 1.6319, -1.1632]]}

C is favored, and the nearest alternative lies 48.4 kcal/mol above it.

A | {"formula": "CH5NO3", "method": "wB97M-V/def2-TZVPD", "homo_energy_ev": -10.27, "charge": 0, "homo_lumo_gap_ha": 0.405, "symbols": ["N", "C", "O", "H", "H", "H", "O", "O", "H", "H"], "coordinates": [[-0.8496, -0.2707, 1.3137], [-0.0613, -0.4896, 0.2377], [0.5010, -1.5265, -0.0098], [-1.2561, 0.6534, 1.4386], [-0.8860, -0.9899, 2.0348], [-1.3108, 0.3930, -1.0167], [0.6177, 0.8054, -0.3448], [1.9395, 0.6949, -0.6916], [1.8878, 0.2220, -1.5533], [-0.5821, 0.5080, -1.4086]]}

B | {"formula": "CH5NO3", "method": "wB97M-V/def2-TZVPD", "homo_energy_ev": -11.00, "charge": 0, "homo_lumo_gap_ha": 0.419, "smiles": "NC(=O)O.O", "symbols": ["N", "C", "O", "O", "H", "H", "H", "O", "H", "H"], "coordinates": [[-0.0952, -0.3928, -0.0094], [0.9603, 0.4006, 0.4216], [0.9217, 1.0629, 1.4130], [1.9628, 0.4855, -0.4666], [0.1581, -0.9598, -0.7980], [-0.3901, -0.9657, 0.7485], [2.6875, 0.9945, -0.1162], [-3.1835, -1.2144, -1.0701], [-3.2713, -0.3699, -0.6290], [-2.4145, -1.6392, -0.6689]]}

B is favored, and the nearest alternative lies 131.1 kcal/mol above it.

A | {"formula": "C15H22N2O4", "method": "wB97M-V/def2-TZVPD", "homo_energy_ev": -9.10, "charge": 0, "homo_lumo_gap_ha": 0.349, "smiles": "CC[C@H](C)[C@H](N)C(=O)N[C@@H](Cc1ccc(O)cc1)C(=O)O", "symbols": ["C", "C", "C", "C", "C", "N", "C", "O", "N", "C", "C", "C", "C", "C", "C", "O", "C", "C", "C", "O", "O", "H", "H", "H", "H", "H", "H", "H", "H", "H", "H", "H", "H", "H", "H", "H", "H", "H", "H", "H", "H", "H", "H"], "coordinates": [[-2.0929, 4.4522, 0.9050], [-2.7329, 3.0245, 1.1399], [-3.1374, 2.6157, -0.3504], [-4.5606, 3.0053, -0.7198], [-3.0883, 1.0968, -0.4805], [-3.7193, 0.5545, 0.8375], [-1.7893, 0.4757, -0.6750], [-1.0978, 0.7204, -1.6920], [-1.4905, -0.5267, 0.1305], [-0.1886, -1.0698, 0.1730], [0.9390, -0.2821, 1.0556], [2.1781, -0.5947, 0.2895], [3.2665, -1.2281, 0.8907], [4.4852, -1.6390, 0.3165], [4.6562, -1.3164, -1.0173], [5.9214, -1.4621, -1.6951], [3.6334, -0.8272, -1.7948], [2.3733, -0.3388, -1.1996], [-0.3797, -2.4389, 0.8074], [-1.4115, -2.7673, 1.3165], [0.7646, -3.1238, 1.0791], [-1.4039, 4.4454, 0.0073], [-2.9038, 5.1630, 0.8395], [-1.5309, 4.8140, 1.7278], [-2.0934, 2.1931, 1.4703], [-3.4606, 3.1177, 2.0526], [-2.3815, 3.0591, -1.0056], [-4.8015, 4.0780, -0.3622], [-5.4685, 2.4396, -0.2389], [-4.7421, 3.2329, -1.8804], [-3.7902, 0.7647, -1.2499], [-3.8843, -0.4556, 0.7492], [-3.2124, 0.8482, 1.6076], [-2.2914, -0.9099, 0.6702], [0.2571, -1.2752, -0.8231], [0.9038, -0.7097, 2.1539], [0.6100, 0.8474, 1.2376], [3.2685, -1.2696, 2.0124], [5.3744, -1.9320, 0.8367], [6.3891, -1.9230, -0.8941], [3.7789, -0.7338, -2.8251], [1.5401, 0.2280, -1.5957], [1.5246, -2.7670, 0.6225]]}

B | {"formula": "C15H22N2O4", "method": "wB97M-V/def2-TZVPD", "homo_energy_ev": -9.15, "charge": 0, "homo_lumo_gap_ha": 0.350, "smiles": "CC(C)C[C@H](NC(=O)[C@@H](N)Cc1ccc(O)cc1)C(=O)O", "symbols": ["C", "C", "C", "C", "C", "N", "C", "O", "C", "N", "C", "C", "C", "C", "C", "O", "C", "C", "C", "O", "O", "H", "H", "H", "H", "H", "H", "H", "H", "H", "H", "H", "H", "H", "H", "H", "H", "H", "H", "H", "H", "H", "H"], "coordinates": [[5.0413, 1.1240, -1.0582], [3.7099, 1.4537, -0.5775], [3.3569, 0.7280, 0.7360], [2.6628, 1.4226, -1.7135], [1.1404, 1.4370, -1.2728], [0.4509, 0.8464, -2.3859], [-0.7586, 0.2041, -2.3381], [-1.2917, -0.1032, -3.3860], [-1.1946, -0.2285, -0.8540], [-1.6950, 0.9728, -0.2245], [-2.3276, -1.1876, -0.7628], [-2.5870, -1.5818, 0.6698], [-3.8402, -1.3053, 1.3041], [-4.2339, -1.9685, 2.5390], [-3.3920, -2.7899, 3.1200], [-3.7601, -3.3123, 4.3047], [-2.2386, -3.1529, 2.4315], [-1.7484, -2.3926, 1.3682], [0.9070, 2.9940, -0.8782], [1.6330, 3.9247, -1.1716], [-0.1285, 3.1733, 0.0601], [5.9833, 1.2173, -0.3614], [5.0365, 1.6649, -2.0211], [4.7986, -0.0095, -1.4857], [3.6938, 2.4518, -0.3617], [4.1840, 0.7719, 1.4361], [3.2140, -0.3560, 0.8350], [2.4186, 1.1193, 1.2692], [2.7788, 2.2606, -2.4037], [2.7720, 0.4781, -2.2398], [0.8934, 0.9285, -0.3119], [0.6556, 1.3633, -3.3183], [-0.2937, -0.5965, -0.3371], [-2.8566, 1.1728, -0.2508], [-1.5704, 0.7702, 0.7311], [-2.1362, -2.0872, -1.5560], [-3.2615, -0.5299, -1.0832], [-4.6711, -0.9023, 0.6125], [-5.3765, -1.7204, 2.7969], [-2.9175, -3.8959, 4.5191], [-1.4450, -3.9531, 2.7437], [-0.8886, -2.7971, 0.8312], [-0.7176, 2.3912, 0.0456]]}

C | {"formula": "C15H22N2O4", "method": "wB97M-V/def2-TZVPD", "homo_energy_ev": -7.98, "charge": 0, "homo_lumo_gap_ha": 0.313, "smiles": "CC(C)C[C@H](NC(=O)[C@@H](N)Cc1ccc(O)cc1)C(=O)O", "symbols": ["C", "C", "C", "C", "C", "N", "C", "O", "C", "N", "C", "C", "C", "C", "C", "O", "C", "C", "C", "O", "O", "H", "H", "H", "H", "H", "H", "H", "H", "H", "H", "H", "H", "H", "H", "H", "H", "H", "H", "H", "H", "H", "H"], "coordinates": [[-0.5667, -3.6848, 1.6105], [-2.0596, -3.2810, 1.3854], [-2.7518, -3.8719, 0.2068], [-2.1904, -1.7187, 1.3740], [-1.1822, -1.1457, 0.3041], [-0.0051, -0.4755, 0.7648], [1.2255, -0.5695, 0.2574], [1.4573, -1.3381, -0.6737], [2.3333, 0.3154, 0.7900], [3.4907, 0.2734, -0.1153], [1.8663, 1.7729, 1.0790], [1.3561, 2.5699, -0.0455], [1.4904, 3.9909, -0.0861], [1.2207, 4.7528, -1.2322], [0.8708, 3.9964, -2.4036], [0.6963, 4.7083, -3.6235], [0.7086, 2.5777, -2.2755], [0.9752, 1.9252, -1.1730], [-1.9786, -0.1369, -0.3541], [-1.8520, 1.0477, -0.3676], [-2.9515, -0.7311, -1.1046], [-0.4110, -4.6717, 2.0327], [0.0308, -3.7151, 0.6554], [-0.0134, -2.9355, 2.2247], [-2.5086, -3.5595, 2.3568], [-2.3989, -3.2971, -0.6799], [-3.8195, -3.8387, 0.1048], [-2.4440, -5.0423, 0.1013], [-2.1179, -1.3284, 2.4230], [-3.1182, -1.6229, 1.0202], [-1.0056, -1.9247, -0.3582], [-0.0355, -0.0564, 1.7333], [2.6202, 0.0792, 1.8112], [3.5250, -0.4132, -0.8602], [4.3840, 0.2453, 0.3657], [2.7838, 2.1346, 1.5210], [1.0947, 1.8325, 1.8839], [1.8222, 4.4790, 0.8689], [1.3113, 5.8547, -1.3258], [0.4597, 3.9691, -4.1916], [0.2401, 2.1381, -3.1003], [0.8796, 0.8657, -1.1774], [-3.4323, -0.1700, -1.7273]]}

D | {"formula": "C15H22N2O4", "method": "wB97M-V/def2-TZVPD", "homo_energy_ev": -9.08, "charge": 0, "homo_lumo_gap_ha": 0.345, "smiles": "CC[C@H](C)[C@H](NC(=O)[C@@H](N)Cc1ccc(O)cc1)C(=O)O", "symbols": ["C", "C", "C", "C", "C", "N", "C", "O", "C", "N", "C", "C", "C", "C", "C", "O", "C", "C", "C", "O", "O", "H", "H", "H", "H", "H", "H", "H", "H", "H", "H", "H", "H", "H", "H", "H", "H", "H", "H", "H", "H", "H", "H"], "coordinates": [[-4.1288, 2.9335, -0.1236], [-3.2802, 1.7129, 0.2532], [-3.7196, 0.3432, -0.3445], [-5.2283, 0.1311, 0.0190], [-2.6657, -0.7289, 0.0743], [-1.2760, -0.5399, -0.4091], [-0.3189, -0.9818, 0.3637], [-0.6279, -1.8512, 1.2539], [1.0015, -0.5837, -0.1222], [0.8171, 0.6059, -0.9732], [1.9809, -0.5539, 0.9815], [3.5033, -0.3570, 0.5552], [4.1118, -1.4288, -0.0878], [5.4161, -1.4464, -0.5004], [6.0867, -0.2017, -0.4345], [7.4074, 0.1818, -0.7479], [5.5312, 0.9124, 0.1441], [4.2077, 0.9113, 0.5967], [-3.0220, -2.1840, -0.3606], [-3.9580, -2.3943, -1.1617], [-2.3632, -3.1506, 0.1565], [-5.2891, 2.8083, 0.1806], [-3.6637, 3.8675, 0.3622], [-4.2181, 3.2386, -1.2511], [-2.1994, 1.9321, -0.0232], [-3.2972, 1.8637, 1.3341], [-3.5628, 0.6155, -1.4041], [-5.8861, 0.6559, -0.8289], [-5.4197, -0.8635, -0.2491], [-5.3441, 0.5187, 1.0943], [-2.7208, -0.8954, 1.1840], [-1.0244, 0.2957, -0.9768], [1.1247, -1.5617, -0.7522], [1.0378, 1.4533, -0.3225], [1.6623, 0.6522, -1.6926], [1.6370, 0.1541, 1.6713], [2.0400, -1.5073, 1.5442], [3.4510, -2.3303, -0.0809], [6.0037, -2.3988, -0.7186], [7.9481, -0.6549, -0.7506], [6.2448, 1.8235, 0.3563], [3.7183, 1.7218, 1.3048], [-1.7175, -2.7191, 0.8861]]}

C is favored, and the nearest alternative lies 25.7 kcal/mol above it.

A | {"formula": "C2H7N4O", "method": "wB97M-V/def2-TZVPD", "homo_energy_ev": -12.91, "charge": 1, "homo_lumo_gap_ha": 0.328, "symbols": ["C", "C", "N", "N", "N", "N", "O", "H", "H", "H", "H", "H", "H", "H"], "coordinates": [[0.1871, -0.5890, 0.1902], [-2.3090, 0.1263, 0.0073], [1.0429, 1.6133, -0.2453], [1.1253, 0.2769, 0.0800], [2.4513, -0.2304, 0.2331], [-2.7218, -1.1142, -0.0464], [-2.1583, 1.2605, 0.1361], [0.3425, -1.6457, 0.4672], [1.9520, 2.1064, -0.1026], [2.5927, -1.1623, -0.1204], [3.1697, 0.4170, -0.1237], [0.2099, 1.9941, 0.1578], [-2.1621, -1.9190, -0.2828], [-3.7221, -1.1338, -0.3506]]}

B | {"formula": "C2H7N4O", "method": "wB97M-V/def2-TZVPD", "homo_energy_ev": -14.98, "charge": 1, "homo_lumo_gap_ha": 0.397, "smiles": "[H]/N=C1/CO[N@@H+](N)N1", "symbols": ["H", "N", "C", "C", "O", "N", "N", "N", "H", "H", "H", "H", "H", "H"], "coordinates": [[-2.9495, 1.2985, -0.0601], [-2.4336, 0.4382, -0.1968], [-1.3130, 0.0470, 0.0000], [-0.7491, -1.3024, -0.0557], [0.6978, -1.2809, 0.0580], [1.2159, 0.2037, 0.4042], [2.1077, 0.6408, -0.5370], [0.0518, 1.0328, 0.2533], [-1.2072, -1.9591, 0.7811], [-1.0773, -1.6902, -1.0000], [1.5443, 0.0101, 1.3439], [2.7072, -0.0924, -0.9377], [1.6831, 1.2862, -1.2158], [-0.2781, 1.3677, 1.1622]]}

C | {"formula": "C2H7N4O", "method": "wB97M-V/def2-TZVPD", "homo_energy_ev": -14.41, "charge": 1, "homo_lumo_gap_ha": 0.403, "symbols": ["C", "C", "N", "N", "N", "N", "O", "H", "H", "H", "H", "H", "H", "H"], "coordinates": [[-0.9917, 0.5401, -0.1858], [0.4566, -1.2135, -0.1774], [1.2767, 0.4473, -0.6851], [-0.8968, -0.7619, -0.1918], [-2.1720, 1.0949, -0.2335], [2.4087, 0.6373, -0.0077], [0.0748, 1.2855, -0.1166], [0.8231, -1.7747, -1.0072], [1.0052, -1.6496, 0.8096], [-1.7536, -1.3511, -0.2720], [-2.9632, 0.5903, 0.0159], [-2.0194, 2.1113, -0.4441], [3.1280, 1.3018, -0.3564], [2.3947, 0.3858, 1.0854]]}

C is favored, and the nearest alternative lies 30.1 kcal/mol above it.